Entry 1:
Below is a 2-piece molecular cluster, C25H32F2N2P overall, with properties calculated with the ωB97M-V functional and the def2-TZVPD basis.

Charge: +1
HOMO energy (eV): -9.14
2S+1: 1
Gap between HOMO and LUMO (eV): 3.51
E (eV): -44140.1017

Cartesian coordinates (Å):
F  -2.85377  0.73269  -6.04102
C  -2.93660  0.66234  -4.67166
C  -4.18027  0.44652  -4.09431
C  -4.25650  0.46278  -2.69573
C  -3.12451  0.65786  -1.90294
C  -1.83848  0.82524  -2.49807
C  -0.64640  1.01824  -1.71991
C  0.62294  1.08865  -2.31401
C  1.73810  1.62736  -1.67488
C  2.96333  1.97637  -2.33759
C  3.05946  2.02055  -3.75971
C  4.29323  2.27092  -4.34518
F  4.39014  2.28948  -5.71614
C  5.44931  2.51958  -3.60344
C  5.33613  2.53485  -2.20291
C  4.12226  2.29267  -1.57732
C  -1.77836  0.85217  -3.92485
H  -5.05451  0.27433  -4.71406
H  -5.22926  0.33173  -2.21841
H  -3.21036  0.69102  -0.81345
H  -0.77166  1.35327  -0.68264
H  0.76982  0.69039  -3.33479
H  1.69135  1.79871  -0.59245
H  2.18587  1.86402  -4.38583
H  6.39559  2.70073  -4.09989
H  6.21987  2.74226  -1.59790
H  4.03442  2.32413  -0.48721
H  -0.84805  1.05795  -4.43846
C  -3.72008  0.43158  3.31876
C  -3.02945  -0.82256  2.78681
C  -3.08398  -1.88231  3.89024
C  -3.70525  -1.38280  1.53952
N  -1.61959  -0.47943  2.48660
P  -0.71048  -1.25023  1.23353
H  -0.58988  -0.11939  0.27897
N  0.74747  -0.86947  2.06266
C  1.99943  -1.61608  1.83136
C  3.17031  -0.65620  2.01313
C  1.96801  -2.23701  0.43641
C  2.12311  -2.72280  2.87881
C  0.51402  -0.29279  3.29223
C  -0.81067  -0.07385  3.52825
H  -3.58321  1.28251  2.64080
H  -4.79639  0.23743  3.42083
H  -3.32576  0.70920  4.30698
H  -2.57957  -2.80532  3.57755
H  -2.61849  -1.51955  4.81657
H  -4.13430  -2.12123  4.10826
H  -3.26711  -2.34967  1.25053
H  -4.76423  -1.55967  1.77475
H  -3.66679  -0.69353  0.68925
H  3.24014  -0.31655  3.05573
H  4.10115  -1.17668  1.75260
H  3.07179  0.22358  1.36502
H  1.18524  -3.00765  0.35933
H  1.83132  -1.48686  -0.35363
H  2.93228  -2.73403  0.26540
H  1.28292  -3.42502  2.80930
H  3.05435  -3.27762  2.70870
H  2.15126  -2.30345  3.89296
H  1.32014  -0.11272  3.98281
H  -1.23077  0.30334  4.44374

Atoms 1-2, force components in eV/Å:
F -0.007 -0.137 1.387
C 0.477 0.270 -0.701

Löwdin population analysis, charges in e, atoms 1 to 4: atom 1 (F): 0.057, atom 2 (C): -0.223, atom 3 (C): 0.033, atom 4 (C): -0.041


Entry 2:
Below is C25H32N5O6Ti as an isolated structure, with properties calculated with the ωB97M-V functional and the def2-TZVPD basis.

Charge: +1
HOMO energy (eV): -11.41
2S+1: 1
Gap between HOMO and LUMO (eV): 8.11
E (eV): -69293.2177

Cartesian coordinates (Å):
Ti  -0.11887  -0.97243  0.60239
N  1.19343  -2.35063  -0.86531
C  2.11383  -3.08023  0.01389
C  1.20903  -3.57903  1.15539
O  1.21413  -4.73023  1.54919
N  0.37503  -2.59783  1.53399
C  -0.84327  -3.02333  2.17819
C  -1.99557  -2.43673  1.35119
O  -3.13847  -2.41393  1.77069
O  -1.63397  -1.92443  0.21649
H  0.48933  -3.00213  -1.22561
H  1.69203  -1.96823  -1.66851
H  2.87763  -2.39393  0.39429
H  2.60043  -3.93223  -0.47951
H  -0.92197  -2.68163  3.21729
H  -0.91607  -4.12213  2.18139
C  1.25963  3.28857  3.47179
N  1.33453  2.22537  2.49099
C  2.02103  2.51957  1.24539
C  0.79863  1.02027  2.64359
O  1.04193  0.10157  1.83689
C  -0.10577  0.76887  3.85219
O  -0.94337  -0.34423  3.63239
C  -2.30407  -0.06193  3.38339
C  -2.49347  0.29867  1.91049
O  -1.45917  0.51177  1.23389
N  -3.70647  0.37067  1.40059
C  -3.86367  0.51837  -0.03261
C  -4.89657  0.07847  2.16959
H  2.08443  3.97977  3.29949
H  1.34733  2.89467  4.48289
H  0.32153  3.84087  3.38179
H  1.94553  3.58337  1.03349
H  1.53833  1.95797  0.43959
H  3.07433  2.23967  1.30269
H  -0.69917  1.66177  4.07919
H  0.53023  0.52667  4.71539
H  -2.67607  0.72977  4.05029
H  -2.85117  -0.98683  3.59159
H  -2.90657  0.30967  -0.51941
H  -4.18907  1.53147  -0.27341
H  -4.60297  -0.19913  -0.38251
H  -4.94687  -0.99343  2.37989
H  -5.76557  0.36947  1.58569
H  -4.90737  0.63457  3.10599
N  0.20013  0.05017  -0.84971
C  0.72653  0.27627  -1.97351
C  2.12833  0.76527  -2.09541
C  3.04793  0.48277  -1.08141
C  4.34483  0.95517  -1.16161
C  4.74463  1.71407  -2.25151
C  3.84023  1.99297  -3.26281
C  2.54103  1.52127  -3.19121
C  -0.02667  0.02487  -3.22991
C  0.57163  -0.68363  -4.27121
C  -0.13057  -0.92953  -5.43691
C  -1.42237  -0.45183  -5.58731
C  -2.03067  0.22797  -4.54431
C  -1.34647  0.44767  -3.36271
H  2.72323  -0.11713  -0.23361
H  5.05023  0.71857  -0.37931
H  5.75633  2.08447  -2.31421
H  4.14613  2.57717  -4.11631
H  1.84063  1.74697  -3.98161
H  1.58553  -1.04633  -4.16331
H  0.33703  -1.48453  -6.23501
H  -1.94977  -0.60983  -6.51551
H  -3.03987  0.59247  -4.65411
H  -1.81457  0.97777  -2.54411

Atoms 1-2, force components in eV/Å:
Ti 1.618 1.467 -0.458
N -0.120 -0.033 0.180

Löwdin population analysis, charges in e, atoms 1 to 4: atom 1 (Ti): 1.100, atom 2 (N): 0.018, atom 3 (C): -0.119, atom 4 (C): -0.511


Entry 3:
Below is C25H32N6PtSSi2 as an isolated structure, with properties calculated with the ωB97M-V functional and the def2-TZVPD basis.

HOMO energy (eV): -6.94
2S+1: 1
Gap between HOMO and LUMO (eV): 5.82
E (eV): -65226.0743

Cartesian coordinates (Å):
Pt  0.56223  -0.05784  0.10703
S  5.92338  -5.02957  -1.48663
N  6.00998  -3.43845  -1.23354
C  4.77245  -3.01304  -1.04657
C  4.38494  -1.63698  -0.79014
C  5.28288  -0.56931  -0.76099
C  4.78832  0.69518  -0.54362
C  3.42157  0.86886  -0.34080
N  2.55902  -0.13944  -0.33980
C  3.03106  -1.38661  -0.58252
C  2.03783  -2.45399  -0.65818
N  0.75852  -2.07834  -0.46946
C  -0.20403  -2.97798  -0.60929
C  0.06831  -4.31100  -0.91481
C  1.37370  -4.71714  -1.07760
C  2.39014  -3.76821  -0.95247
C  3.80245  -4.05108  -1.12722
N  4.32765  -5.23911  -1.37224
H  6.33708  -0.75341  -0.91782
H  5.43605  1.56000  -0.52361
H  2.99149  1.83771  -0.16351
H  -1.20801  -2.60484  -0.44612
H  -0.75118  -5.00818  -1.01566
H  1.62710  -5.74428  -1.30311
C  -2.46926  2.28066  -3.26668
C  -2.96954  1.40055  -2.15256
C  -4.31862  1.10119  -2.03241
C  -4.69815  0.23645  -1.01148
C  -3.75143  -0.27180  -0.15316
C  -2.39825  0.11285  -0.30752
N  -2.04181  0.92149  -1.32177
N  -1.41393  -0.36268  0.51431
Si  -1.72698  -0.83893  2.16818
C  -2.89287  0.35981  3.02276
C  -0.14827  -0.90865  3.18160
C  -2.44371  -2.57842  2.30926
H  -3.15042  3.11171  -3.45316
H  -2.37992  1.71066  -4.19441
H  -1.48658  2.67024  -3.01272
H  -5.04155  1.51783  -2.72063
H  -5.73724  -0.04795  -0.89342
H  -4.04014  -0.96394  0.62592
H  -2.50192  1.37822  2.95633
H  -2.99318  0.10597  4.08095
H  -3.88923  0.36139  2.58028
H  0.47372  -0.02323  3.05201
H  0.45517  -1.78481  2.93202
H  -0.42176  -0.98327  4.23914
H  -3.41534  -2.70256  1.82683
H  -2.57356  -2.81964  3.36861
H  -1.76339  -3.32550  1.88922
C  3.00548  3.62646  1.35297
Si  1.12633  3.34911  1.36488
C  0.68124  3.47228  3.19082
C  0.44568  4.84874  0.44518
C  0.24380  1.84252  0.70060
H  3.15946  4.61748  1.78673
H  3.46644  3.65499  0.36246
H  3.55071  2.90901  1.97183
H  1.10951  4.35920  3.66353
H  1.05148  2.59468  3.72905
H  -0.40248  3.50728  3.32518
H  1.05529  5.74103  0.60327
H  -0.57383  5.07735  0.76415
H  0.41015  4.64915  -0.62877
H  -0.49978  1.73234  1.50305
H  -0.36672  2.24030  -0.12195

Atoms 1-2, force components in eV/Å:
Pt -0.472 -0.807 -0.375
S -0.003 0.003 -0.002

Löwdin population analysis, charges in e, atoms 1 to 4: atom 1 (Pt): 1.055, atom 2 (S): 1.022, atom 3 (N): -0.214, atom 4 (C): -0.297


Entry 4:
Below is an isolated ion of composition C25H32NO3 and charge +1, with properties calculated with the ωB97M-V functional and the def2-TZVPD basis.

Charge: +1
SMILES string: COc1ccc(/C=C/[C@@H](C/C(=[NH+]\C(C)=O)C(C)(C)C)c2ccc(OC)cc2)cc1
HOMO energy (eV): -10.04
ΔE to the lowest compared entry with this formula, charge and spin (kJ/mol): 263.58
2S+1: 1
Gap between HOMO and LUMO (eV): 5.62
E (eV): -34066.6294

Cartesian coordinates (Å):
C  -2.58895  -3.09877  -6.27198
O  -2.07041  -1.87222  -5.69893
C  -1.65062  -1.91645  -4.40914
C  -1.31761  -0.69659  -3.77906
C  -0.97409  -0.66145  -2.44830
C  -0.89256  -1.84040  -1.68587
C  -0.26217  -1.85032  -0.37897
C  -0.00771  -3.02797  0.24307
C  0.74862  -3.14217  1.51290
C  0.21375  -1.85989  2.34637
C  0.18697  -0.44394  2.60115
N  -1.00356  0.23841  2.81437
C  -2.26475  -0.34588  2.86260
C  -3.24829  0.55314  3.56765
O  -2.55673  -1.47083  2.42265
C  1.31372  0.49299  3.01741
C  2.71045  -0.14799  3.04671
C  1.05379  1.14590  4.38509
C  1.31321  1.62902  2.00673
C  0.45872  -4.46004  2.27211
C  1.17851  -4.74052  3.44668
C  1.08680  -5.98837  4.05959
C  0.46808  -7.06483  3.38261
O  0.73904  -8.32365  3.84230
C  0.34713  -9.42549  2.96026
C  -0.33735  -6.78954  2.24890
C  -0.39971  -5.47934  1.76213
C  -1.37156  -3.03712  -2.28419
C  -1.62545  -3.10035  -3.64704
H  -2.91245  -2.78248  -7.26837
H  -1.80153  -3.86881  -6.32956
H  -3.43528  -3.49779  -5.68687
H  -1.37432  0.20088  -4.36895
H  -0.73378  0.27867  -1.96165
H  0.06525  -0.89532  0.07264
H  -0.28426  -3.96337  -0.23273
H  1.82648  -2.97191  1.41457
H  -0.84096  -2.28129  2.37946
H  0.98419  -2.30630  3.22137
H  -0.99372  1.23499  3.09130
H  -3.68086  1.22210  2.77328
H  -4.05559  -0.07594  4.03167
H  -2.67246  1.12879  4.33998
H  2.97503  -0.57138  2.05952
H  3.43319  0.66965  3.30322
H  2.80430  -0.91949  3.84069
H  0.22565  1.86264  4.35790
H  0.87895  0.41772  5.17524
H  1.91599  1.73846  4.72778
H  0.37245  2.18103  1.98388
H  2.09421  2.35213  2.25507
H  1.47436  1.26641  0.98986
H  1.86737  -3.96185  3.85672
H  1.54111  -6.15029  5.03690
H  0.66985  -10.34746  3.45789
H  -0.74497  -9.47397  2.82987
H  0.84813  -9.37095  1.97466
H  -0.84866  -7.65360  1.78985
H  -1.12524  -5.34723  0.93588
H  -1.53027  -3.96489  -1.73468
H  -1.88217  -4.05137  -4.10410

Atoms 1-2, force components in eV/Å:
C 0.290 0.510 0.113
O 0.067 -0.555 0.255

Löwdin population analysis, charges in e, atoms 1 to 4: atom 1 (C): -0.055, atom 2 (O): -0.080, atom 3 (C): -0.265, atom 4 (C): 0.003